[1]
{
  "formula": "C5H7ClIN2",
  "method": "ωB97M-V with the def2-TZVPD basis set",
  "species": ["N", "C", "N", "C", "C", "C", "Cl", "C", "I", "H", "H", "H", "H", "H", "H", "H"],
  "xyz": [[0.8407, 1.8222, 0.5957], [0.5734, 0.3273, 0.5069], [1.4929, -0.3463, -0.3546], [1.0583, -1.3763, -0.9685], [-0.2898, -1.8751, -0.8932], [-1.2431, -1.1925, -0.3080], [-2.9480, -1.6748, -0.1589], [-0.9662, 0.2598, 0.0567], [-2.1979, 1.2255, 1.5383], [1.8831, 2.1607, 0.6387], [0.4780, 2.2708, 1.4614], [0.5074, 2.3817, -0.1524], [0.6559, -0.0048, 1.6840], [1.6618, -2.0328, -1.5735], [-0.5867, -2.8258, -1.2772], [-0.9197, 0.8807, -0.7953]],
  "nbo_charge": [-0.708, 0.086, -0.445, 0.171, -0.332, 0.061, 0.071, -0.411, 0.198, 0.465, 0.461, 0.431, 0.242, 0.225, 0.263, 0.223],
  "charge": 1,
  "gap_ev": 9.148,
  "lumo_energy_ev": -4.3574,
  "max_force_ha_per_bohr": 0.084,
  "homo_energy_ev": -13.51,
  "de_lowest_kcal_mol": 7.06,
  "smiles": "[NH3+][C@@H]1N=CC=C(Cl)[C@H]1I"
}

=====

[2]
{
  "formula": "C8H9N2O5SSn",
  "method": "ωB97M-V with the def2-TZVPD basis set",
  "species": ["O", "C", "Sn", "O", "C", "C", "O", "C", "O", "C", "O", "H", "C", "N", "C", "S", "N", "C", "H", "H", "H", "H", "H", "H", "H", "H"],
  "xyz": [[2.8937, 2.3249, 3.2377], [2.8260, 1.6227, 2.3406], [1.8983, -0.6352, -0.7038], [0.0137, 2.5395, -1.5004], [0.6914, 1.6649, -1.1978], [1.5526, -1.5574, -2.7957], [1.5752, -2.3995, -3.5830], [3.4808, -2.2361, -0.1388], [4.1173, -3.1466, -0.5911], [4.0830, 0.7314, -1.5757], [4.9182, 1.2706, -2.1307], [3.3598, -1.6991, 0.9270], [-2.7157, 0.8391, 2.0077], [-1.5355, 0.0517, 1.6876], [-1.2291, -0.6507, 0.5969], [0.1409, -1.7328, 0.7547], [-1.8724, -0.5970, -0.5786], [-2.9512, 0.2942, -0.9730], [-3.3077, 1.0974, 1.1373], [-2.3933, 1.7650, 2.4899], [-3.3648, 0.3047, 2.7079], [-0.9010, -0.1336, 2.4705], [-1.5434, -1.2744, -1.2633], [-2.7028, 1.3474, -0.8403], [-3.1516, 0.1445, -2.0333], [-3.8822, 0.0644, -0.4521]],
  "nbo_charge": [-0.472, 0.493, 0.584, -0.451, 0.521, 0.509, -0.363, 0.101, -0.470, 0.542, -0.420, 0.084, -0.430, -0.555, 0.383, -0.257, -0.579, -0.436, 0.222, 0.229, 0.226, 0.435, 0.430, 0.216, 0.239, 0.219],
  "charge": 1,
  "gap_ev": 6.177,
  "lumo_energy_ev": -3.9938,
  "max_force_ha_per_bohr": 0.106,
  "homo_energy_ev": -10.17,
  "de_lowest_kcal_mol": 0.00
}

=====

[3]
{
  "formula": "CH8N2O2Si2",
  "method": "ωB97M-V with the def2-TZVPD basis set",
  "species": ["C", "N", "N", "O", "O", "Si", "Si", "H", "H", "H", "H", "H", "H", "H", "H"],
  "xyz": [[0.4531, -0.6702, -1.1460], [0.8379, 0.5590, -1.6864], [-0.7974, -0.9546, -0.7782], [1.2423, -1.7023, -1.1919], [0.0197, -3.2302, 0.7334], [-0.5402, 2.1035, 1.6816], [-0.3770, -2.8988, -0.8412], [0.5112, 1.3670, -1.1889], [1.4560, 0.5671, -2.4716], [-1.6304, -0.4371, -0.6316], [0.9441, -3.1802, 0.9166], [-1.5307, 2.4777, 2.6503], [-0.8669, 2.9385, 0.4237], [0.7643, 2.4631, 2.1151], [-0.4861, 0.5977, 1.4152]],
  "nbo_charge": [0.763, -0.862, -0.958, -0.741, -1.147, 0.587, 1.216, 0.404, 0.416, 0.413, 0.498, -0.145, -0.157, -0.156, -0.131],
  "charge": 0,
  "gap_ev": 8.956,
  "lumo_energy_ev": 0.7265,
  "max_force_ha_per_bohr": 0.059,
  "homo_energy_ev": -8.23,
  "de_lowest_kcal_mol": 37.85
}

=====

[4]
{
  "formula": "CH4BrNS",
  "method": "ωB97M-V with the def2-TZVPD basis set",
  "species": ["N", "S", "C", "Br", "H", "H", "H", "H"],
  "xyz": [[1.4222, -0.1556, -0.4090], [0.6853, 0.6972, 0.8203], [-1.2294, -0.0176, 0.5036], [-2.0596, 0.7086, -1.1554], [1.4909, 0.1431, -1.3428], [2.3709, -0.3896, -0.0382], [-1.7475, -0.0206, 1.3426], [-0.9328, -0.9655, 0.2790]],
  "nbo_charge": [-1.012, 0.334, -0.457, -0.015, 0.379, 0.384, 0.187, 0.199],
  "charge": 0,
  "gap_ev": 9.179,
  "lumo_energy_ev": 0.5510,
  "max_force_ha_per_bohr": 0.125,
  "homo_energy_ev": -8.63,
  "de_lowest_kcal_mol": 27.43,
  "smiles": "NSCBr"
}

=====

[5]
{
  "formula": "C24H16BiBrN2O4S",
  "method": "ωB97M-V with the def2-TZVPD basis set",
  "species": ["Bi", "O", "C", "C", "C", "C", "C", "C", "C", "O", "N", "O", "O", "H", "H", "H", "H", "C", "C", "C", "C", "C", "C", "C", "C", "C", "C", "H", "H", "H", "H", "H", "H", "H", "Br", "S", "C", "N", "C", "C", "C", "C", "C", "C", "H", "H", "H", "H", "H"],
  "xyz": [[-0.4975, 0.2007, -1.1215], [2.0691, 0.1650, -1.0816], [2.8301, -0.0778, -0.1550], [2.4528, -0.2755, 1.2259], [3.5059, -0.4486, 2.1350], [3.2416, -0.6118, 3.4634], [1.9273, -0.6098, 3.9454], [0.8866, -0.4484, 3.0737], [1.1046, -0.2830, 1.6801], [0.0564, -0.1828, 0.9299], [4.3568, -0.7937, 4.4008], [5.4842, -0.8028, 3.9465], [4.0829, -0.9411, 5.5753], [3.9095, -0.1460, -0.3673], [4.5313, -0.4515, 1.7883], [1.7550, -0.7395, 5.0044], [-0.1394, -0.4464, 3.4150], [-3.4966, 5.2038, -1.8211], [-3.6042, 3.8503, -2.2141], [-2.6750, 2.9382, -1.8091], [-1.5756, 3.3159, -0.9943], [-0.5708, 2.3898, -0.5728], [0.4847, 2.8446, 0.1725], [0.5903, 4.2029, 0.5587], [-0.3665, 5.0921, 0.1778], [-1.4676, 4.6742, -0.6129], [-2.4548, 5.6005, -1.0368], [-4.2415, 5.9196, -2.1430], [-4.4328, 3.5333, -2.8339], [-2.7928, 1.9003, -2.0949], [1.2605, 2.1652, 0.5041], [1.4321, 4.5255, 1.1580], [-0.2988, 6.1345, 0.4661], [-2.3601, 6.6354, -0.7298], [-2.9002, -0.5451, -0.3613], [0.5475, -5.1333, 0.3637], [0.6987, -3.4160, 0.2807], [0.0876, -2.8169, -0.6820], [-0.5893, -3.7542, -1.4637], [-1.3725, -3.4612, -2.5812], [-1.9879, -4.4952, -3.2509], [-1.8366, -5.8240, -2.8245], [-1.0701, -6.1305, -1.7209], [-0.4503, -5.0785, -1.0455], [1.2798, -2.8887, 1.0266], [-1.5028, -2.4371, -2.9053], [-2.6027, -4.2809, -4.1147], [-2.3314, -6.6189, -3.3663], [-0.9574, -7.1531, -1.3873]],
  "nbo_charge": [1.611, -0.606, 0.449, -0.321, -0.118, 0.004, -0.142, -0.286, 0.450, -0.781, 0.526, -0.386, -0.380, 0.141, 0.248, 0.252, 0.242, -0.213, -0.205, -0.212, 0.014, -0.410, -0.229, -0.219, -0.160, -0.097, -0.171, 0.215, 0.216, 0.208, 0.202, 0.215, 0.211, 0.210, -0.506, 0.408, -0.097, -0.469, 0.171, -0.213, -0.208, -0.206, -0.198, -0.260, 0.219, 0.221, 0.219, 0.219, 0.222],
  "charge": 0,
  "gap_ev": 7.796,
  "lumo_energy_ev": -0.6359,
  "max_force_ha_per_bohr": 0.005,
  "homo_energy_ev": -8.43,
  "de_lowest_kcal_mol": 4.26
}

=====

[6]
{
  "formula": "C4H5Cl2N3",
  "method": "ωB97M-V with the def2-TZVPD basis set",
  "species": ["N", "C", "C", "N", "C", "N", "C", "Cl", "H", "H", "H", "H", "Cl", "H"],
  "xyz": [[-1.0511, -0.3725, 1.5461], [-0.5932, 0.2730, 0.4133], [0.1510, 1.3911, 0.3673], [0.5245, 2.1124, -0.7670], [0.1329, 1.5173, -1.8478], [-0.6030, 0.4042, -1.9597], [-0.9805, -0.2020, -0.8927], [-2.1588, -1.4561, -1.0043], [-0.8405, -1.3629, 1.6119], [-1.0321, 0.1127, 2.4210], [0.5012, 1.6357, 1.4160], [0.2985, 2.1002, -2.8585], [2.9442, -2.6703, 0.2734], [2.7069, -3.4828, 1.2809]],
  "nbo_charge": [-0.817, 0.050, -0.005, -0.415, 0.239, -0.462, 0.221, 0.027, 0.394, 0.389, 0.193, 0.184, -0.274, 0.274],
  "charge": 0,
  "gap_ev": 9.554,
  "lumo_energy_ev": 0.4484,
  "max_force_ha_per_bohr": 0.068,
  "homo_energy_ev": -9.11,
  "de_lowest_kcal_mol": 0.00,
  "smiles": "Nc1cncnc1Cl.Cl"
}